Record 1
C6H10 | wB97M-V/def2-TZVPD

```
16
Properties=species:S:1:pos:R:3:forces:R:3:nbo_charge:R:1
C -1.3527 -1.1688 -3.0698 0.3 0.2 0.2 -0.256
C -0.5934 -0.5650 -2.3567 -0.3 -0.2 -0.3 -0.001
C 0.2723 0.2035 -1.4598 0.0 -0.1 0.0 -0.483
C 0.2978 -0.3502 -0.0145 0.0 -0.1 0.0 -0.381
C 0.1758 0.7587 1.0263 0.0 0.0 0.0 -0.391
C 0.2695 0.2346 2.4559 0.0 0.0 0.0 -0.604
H -2.0304 -1.6766 -3.7192 0.1 0.0 0.1 0.235
H -0.0813 1.2417 -1.4605 0.0 -0.1 0.1 0.231
H 1.2866 0.2332 -1.8722 -0.1 0.0 0.0 0.233
H 1.2260 -0.9131 0.1487 -0.1 0.1 0.0 0.201
H -0.5235 -1.0635 0.1259 0.1 0.1 -0.1 0.210
H -0.7856 1.2696 0.8765 0.2 0.0 0.0 0.196
H 0.9587 1.5089 0.8486 -0.1 -0.1 0.1 0.194
H -0.4990 -0.5247 2.6455 0.1 0.1 0.0 0.204
H 0.1334 1.0403 3.1843 0.0 -0.1 -0.1 0.211
H 1.2460 -0.2286 2.6410 -0.1 0.1 0.0 0.202
```
Positions in Å, forces in eV/Å.

Total energy in Ha: -234.54644
LUMO level in eV: 1.14
Largest force on an atom in Eh/bohr: 0.009
Relative energy (zero: lowest compared OMol25 entry of this formula, charge and spin) in kJ/mol: 147.2
SMILES string: C#CCCCC


Record 2
C26H23IrN8O4Se | wB97M-V/def2-TZVPD

```
63
Properties=species:S:1:pos:R:3:forces:R:3:nbo_charge:R:1
Ir -0.1690 -0.4188 0.5814 1.4 -1.8 -2.0 1.274
O 0.5914 0.2394 -1.1427 -0.2 0.2 -0.1 -0.707
C 1.7195 -0.0783 -1.7111 0.1 -0.1 0.1 0.475
C 1.9811 0.4722 -2.9851 0.1 0.0 0.0 -0.295
C 3.1512 0.1837 -3.6379 0.0 0.0 0.0 -0.124
C 4.1214 -0.6685 -3.0788 0.0 0.0 0.0 -0.261
C 3.8854 -1.2202 -1.8528 0.0 0.0 0.0 -0.131
C 2.6871 -0.9459 -1.1465 -0.1 0.1 0.0 -0.303
C 2.4960 -1.5935 0.1037 0.1 0.0 0.0 0.201
N 1.4783 -1.5230 0.8935 0.0 0.0 0.5 -0.438
C 1.5011 -2.3284 2.1201 -0.1 0.1 -0.1 -0.236
C 0.0556 -2.7057 2.4003 0.1 0.0 0.0 -0.242
N -0.6386 -1.4122 2.4369 -0.2 0.5 0.1 -0.406
C -0.9198 -1.0002 3.6207 0.0 -0.1 0.0 0.183
C -1.4365 0.2880 4.0404 0.1 -0.2 0.4 -0.154
C -1.4107 0.6560 5.3685 0.1 -0.2 -0.1 -0.151
C -1.9129 1.9004 5.7592 0.0 0.0 -0.1 -0.115
C -2.4532 2.7849 4.8093 0.0 0.2 -0.1 -0.200
C -2.4919 2.4548 3.4813 0.0 0.3 0.5 -0.187
C -2.0021 1.1747 3.0671 -0.2 -0.1 -0.4 0.484
O -2.1055 0.7759 1.8997 -0.8 0.6 0.3 -0.561
H 1.2399 1.1288 -3.4208 0.0 0.0 0.0 0.237
H 3.3339 0.6286 -4.6078 0.0 0.0 0.0 0.229
H 5.0406 -0.8702 -3.6093 0.0 0.0 0.0 0.233
H 4.6210 -1.8711 -1.3935 0.0 0.0 0.0 0.217
H 3.2999 -2.2572 0.4218 0.0 0.0 0.0 0.200
H 1.8680 -1.7090 2.9429 0.0 0.0 0.0 0.220
H 2.1576 -3.1891 1.9935 -0.1 -0.1 0.0 0.218
H -0.0488 -3.2410 3.3444 0.0 0.0 0.0 0.215
H -0.3596 -3.3256 1.6059 0.0 0.0 0.0 0.216
H -0.7162 -1.7023 4.4313 -0.1 0.1 0.1 0.185
H -0.9827 -0.0194 6.0995 0.0 0.0 0.1 0.227
H -1.8815 2.1931 6.7995 0.0 0.0 0.0 0.234
H -2.8392 3.7419 5.1337 0.0 0.0 0.0 0.239
H -2.9153 3.1168 2.7390 0.0 -0.1 -0.1 0.241
Se -3.5241 -0.1977 -0.3443 0.1 -0.2 -0.1 1.046
N -1.8973 0.5224 -0.5567 -0.2 0.1 0.8 -0.715
C -1.9873 1.4669 -1.4764 0.0 0.1 -0.1 0.237
C -0.9903 2.4313 -1.8339 0.0 0.0 0.0 -0.252
C -1.2856 3.3477 -2.7851 0.0 0.0 0.0 -0.161
C -2.5560 3.3894 -3.4562 0.0 0.0 0.0 -0.202
C -3.5455 2.5355 -3.1186 0.0 0.0 0.0 -0.188
C -3.2966 1.5662 -2.0942 0.0 0.0 0.0 0.076
N -4.2271 0.7571 -1.6294 0.0 0.0 -0.1 -0.574
H -0.0416 2.4487 -1.3219 0.0 0.0 0.0 0.240
H -0.5436 4.0941 -3.0391 0.0 0.0 0.0 0.227
H -2.7201 4.1403 -4.2171 0.0 0.0 0.0 0.229
H -4.5255 2.5656 -3.5735 0.0 0.0 0.0 0.239
N 0.9598 -3.8002 -1.8744 0.0 0.0 0.0 -0.860
C -0.0408 -3.2458 -2.7887 0.0 0.0 0.0 -0.361
C -0.9662 -2.2807 -2.0546 0.1 0.1 -0.1 0.796
O -1.8233 -1.6426 -2.5665 0.0 0.0 0.1 -0.522
O -0.6846 -2.2506 -0.6997 -0.1 0.1 0.0 -0.749
H 1.0062 -4.8087 -1.9250 0.0 0.0 0.0 0.397
H 0.0969 -2.8844 -0.6542 0.0 0.0 0.1 0.532
H 1.8819 -3.4319 -2.0744 0.0 0.0 0.0 0.396
H -0.6752 -4.0226 -3.2149 0.0 0.0 0.0 0.247
H 0.3975 -2.6962 -3.6219 0.0 0.0 0.0 0.248
N 0.7495 1.0266 1.5855 -0.3 0.3 0.2 -0.629
C 1.3019 1.9745 1.1235 0.2 -0.1 -0.1 0.659
N 1.8191 3.0322 0.7116 -0.1 0.2 0.0 -0.606
C 3.0553 3.0945 0.2138 0.1 -0.1 0.1 0.412
N 4.1170 3.2088 -0.2210 0.0 0.0 -0.1 -0.378
```
Positions in Å, forces in eV/Å.

Total energy in Ha: -4249.08070
LUMO level (alpha / beta) in eV: -3.14 / -5.37
Largest force on an atom in Eh/bohr: 0.060
Relative energy (zero: lowest compared OMol25 entry of this formula, charge and spin) in kJ/mol: 137.3
Total charge: +1
Spin multiplicity: 2


Record 3
C12H40N10O7 | wB97M-V/def2-TZVPD

```
69
Properties=species:S:1:pos:R:3:forces:R:3:nbo_charge:R:1
C 2.0868 1.0953 4.0880 1.0 2.3 -1.0 -0.261
O 1.5777 1.6371 2.8621 0.2 -0.6 0.6 -0.555
C 2.4905 1.7185 1.7910 -1.3 -0.3 -1.0 -0.073
C 1.6477 2.4116 0.7113 0.7 0.7 -1.5 -0.060
C 2.2353 2.4510 -0.7273 -0.4 -1.0 1.0 -0.622
N 1.3413 3.7693 1.1369 -0.8 -0.2 0.9 -0.858
H 1.2879 0.5521 4.5756 0.3 -0.3 0.2 0.198
H 2.4110 1.9988 4.6229 -0.4 -0.3 0.8 0.177
H 3.0626 0.6307 3.9219 -0.4 -1.0 0.0 0.175
H 3.4339 2.2562 1.9502 -0.1 0.2 0.5 0.162
H 2.7297 0.6920 1.4851 0.3 0.1 -0.2 0.169
H 0.7198 1.8610 0.5472 -0.1 0.0 0.6 0.219
H 1.4844 2.8913 -1.3809 0.1 0.2 0.0 0.219
H 2.2982 1.4009 -1.0329 0.6 0.2 -0.4 0.203
H 3.1709 3.0070 -0.7656 0.1 -0.2 -0.2 0.195
H 2.1451 4.3701 1.2362 0.1 0.0 -0.3 0.356
H 0.6261 4.1760 0.5545 0.2 0.2 -0.1 0.356
C 0.9709 -1.5391 1.0066 0.3 0.8 0.1 -0.256
O 0.9570 -2.5167 2.0205 -0.8 0.0 0.2 -0.553
C 2.0661 -2.4233 2.8907 0.1 0.3 -0.6 -0.072
C 1.9738 -3.4639 4.0131 0.1 0.1 -1.4 -0.075
C 3.2275 -3.4110 4.8526 0.0 -0.3 2.0 -0.638
N 1.6741 -4.8038 3.4863 0.5 0.4 1.0 -0.832
H 1.9895 -1.4415 0.6111 0.0 0.0 -0.2 0.147
H 0.6806 -0.5498 1.3782 0.1 0.0 0.3 0.177
H 0.2757 -1.7186 0.1889 0.0 -0.6 0.2 0.211
H 2.9300 -2.5368 2.2139 0.4 -0.5 0.5 0.151
H 2.2076 -1.4226 3.3214 -0.4 0.0 0.0 0.168
H 1.0956 -3.2456 4.6247 0.2 0.4 0.2 0.192
H 3.2040 -2.6160 5.6077 -0.2 0.3 -0.4 0.212
H 4.2282 -3.3373 4.4285 -0.3 -0.2 -0.7 0.212
H 3.1854 -4.2896 5.5058 0.3 -0.2 -0.3 0.229
H 0.7008 -4.7754 3.2227 0.2 -0.4 -0.7 0.370
H 2.3075 -5.0245 2.7301 -0.4 -0.1 -0.3 0.352
N -3.6907 -1.1000 -2.2944 -0.8 -0.7 -0.3 -0.851
C -4.3639 -2.0312 -3.0256 1.2 -0.1 -1.1 0.774
N -5.6228 -2.3117 -2.6219 -0.6 -0.3 -0.1 -0.842
O -3.8649 -2.5828 -4.0185 -0.3 0.1 0.9 -0.708
H -4.2218 -0.5408 -1.6573 0.5 0.3 0.3 0.389
H -2.7235 -0.9782 -2.5285 0.4 0.4 0.1 0.440
H -6.0417 -1.9256 -1.7996 0.0 -0.1 0.1 0.387
H -6.0566 -3.0960 -3.0745 -0.1 0.1 0.0 0.408
N 1.1088 -2.4846 -2.8573 1.2 -0.2 0.3 -0.838
C -0.1190 -2.2864 -3.3656 -1.8 1.2 -0.4 0.784
N -0.7424 -3.3565 -3.9080 0.5 -0.5 0.1 -0.832
O -0.6714 -1.1714 -3.3460 0.5 -0.5 0.1 -0.734
H 1.4068 -3.3700 -2.4904 -0.1 -0.1 -0.2 0.394
H 1.6265 -1.6805 -2.5503 -0.2 0.1 0.1 0.409
H -1.6710 -3.2606 -4.2903 -0.1 0.2 0.1 0.445
H -0.1812 -4.1519 -4.1510 -0.2 -0.1 -0.1 0.383
N -0.7096 3.6400 -3.2980 -0.3 -0.2 0.4 -0.862
C -0.7161 2.5965 -4.1801 0.6 0.4 -1.7 0.771
N -1.5740 1.5883 -3.8540 -0.3 0.4 0.5 -0.856
O -0.0265 2.6520 -5.2002 -0.3 -0.5 0.8 -0.672
H -1.2207 3.5742 -2.4353 0.1 0.1 0.1 0.392
H -0.0826 4.3944 -3.4937 0.0 0.1 0.0 0.405
H -1.6948 0.7865 -4.4453 0.2 0.1 -0.2 0.424
H -2.3539 1.8906 -3.2906 -0.1 -0.4 0.1 0.397
N -2.0341 2.3464 1.0788 -0.3 0.0 -0.1 -0.839
C -2.7389 2.9459 0.0838 -0.2 -0.5 -1.0 0.777
N -3.1888 4.1887 0.3479 0.0 0.7 0.2 -0.825
O -2.9679 2.4246 -1.0316 0.4 0.1 1.2 -0.730
H -1.6611 2.8682 1.8511 0.0 0.0 0.1 0.408
H -1.9249 1.3477 1.0834 0.3 0.0 -0.2 0.425
H -3.6485 4.7075 -0.3770 0.0 -0.1 -0.1 0.412
H -3.0675 4.6387 1.2366 0.0 -0.1 0.0 0.395
O -0.7834 0.5336 -0.9455 0.0 -0.1 -0.1 -1.017
H -0.6559 0.2632 -1.8759 -0.1 0.0 0.3 0.510
H -1.5451 1.1380 -0.9545 0.2 -0.1 -0.4 0.481
```
Positions in Å, forces in eV/Å.

Total energy in Ha: -1555.57618
LUMO level in eV: 0.37
Largest force on an atom in Eh/bohr: 0.052
Relative energy (zero: lowest compared OMol25 entry of this formula, charge and spin) in kJ/mol: 0.0
SMILES string: COC[C@H](C)N.COC[C@H](C)N.NC(N)=O.NC(N)=O.NC(N)=O.NC(N)=O.O


Record 4
C21H22N3O4STi | wB97M-V/def2-TZVPD

```
52
Properties=species:S:1:pos:R:3:forces:R:3:nbo_charge:R:1
Ti 1.7936 0.7241 -0.3020 1.0 -0.4 -1.9 1.516
C -1.1906 -0.4384 2.3567 0.1 0.1 -0.2 -0.678
C 0.1231 0.0755 1.8295 0.0 -0.2 0.6 0.403
O 0.3812 -0.1725 0.5363 -1.2 -0.3 0.9 -0.774
C 1.0580 0.7005 2.5667 0.0 0.0 -0.2 -0.413
C 2.2155 1.2364 1.8234 -0.3 0.7 0.8 0.116
C 3.6114 0.9541 2.3146 0.0 -0.1 -0.4 -0.635
N 2.0581 2.2481 0.9464 0.1 0.3 0.5 -0.314
N 0.8764 2.9434 0.8599 -0.7 0.4 0.2 -0.338
C 0.2542 2.8182 -0.2675 0.3 0.3 0.4 0.510
O 0.6174 1.9003 -1.1462 -0.5 1.0 -0.4 -0.693
C -0.8598 3.7310 -0.5845 -0.2 0.0 -0.2 -0.043
C -1.1202 4.8453 0.2121 0.1 -0.1 0.0 -0.181
C -2.1581 5.7016 -0.1099 0.0 0.0 0.0 -0.221
C -2.9455 5.4586 -1.2289 0.0 0.0 0.0 -0.202
C -2.6876 4.3527 -2.0250 -0.1 0.0 0.0 -0.221
C -1.6494 3.4923 -1.7054 0.1 -0.1 0.0 -0.192
H -1.7223 -0.9415 1.5520 0.0 0.0 0.0 0.228
H -1.8019 0.3884 2.7184 0.0 0.0 0.0 0.234
H -1.0335 -1.1374 3.1784 0.0 0.0 0.0 0.222
H 0.9576 0.8582 3.6326 0.0 0.0 0.0 0.225
H 3.6773 1.2326 3.3693 0.0 0.0 0.0 0.228
H 4.3346 1.5322 1.7430 0.0 0.0 0.0 0.242
H 3.8507 -0.1082 2.2410 0.0 0.0 0.0 0.215
H -0.4948 5.0237 1.0761 0.0 0.0 0.0 0.234
H -2.3548 6.5671 0.5097 0.0 0.0 0.0 0.213
H -3.7551 6.1313 -1.4812 0.0 0.0 0.0 0.212
H -3.2968 4.1609 -2.8991 0.0 0.0 0.0 0.212
H -1.4368 2.6293 -2.3227 0.0 0.0 0.0 0.227
O 5.7141 -0.0071 -1.2054 -0.1 0.0 0.0 -0.575
C 4.6485 0.4872 -1.1002 0.2 0.0 0.0 0.840
N 3.5774 1.0099 -0.9822 1.3 -0.1 -0.4 -0.808
C -3.7735 -4.1327 -1.3315 0.1 0.0 0.0 -0.631
C -2.3581 -3.7321 -1.0203 0.0 0.0 0.0 -0.001
C -1.5831 -3.0595 -1.9623 0.0 0.0 0.0 -0.191
C -0.3098 -2.6159 -1.6482 0.1 0.0 0.0 -0.230
C 0.1978 -2.8579 -0.3843 0.0 0.2 0.1 -0.154
C -0.5410 -3.5448 0.5632 0.2 0.0 0.1 -0.239
C -1.8132 -3.9853 0.2359 0.0 0.0 0.0 -0.200
S 1.8088 -2.1897 0.0387 -0.1 -1.8 -0.2 1.284
C 2.7705 -3.6165 -0.5531 0.0 0.4 0.2 -0.792
O 2.1318 -1.1716 -1.0437 0.0 -0.3 -0.2 -0.930
H -3.9126 -4.2991 -2.3988 0.0 0.0 0.0 0.221
H -4.4569 -3.3371 -1.0268 0.0 0.0 0.0 0.228
H -4.0536 -5.0366 -0.7917 0.0 0.0 0.0 0.220
H -1.9823 -2.8747 -2.9523 0.0 0.0 0.0 0.218
H 0.2871 -2.0646 -2.3642 0.0 0.0 0.0 0.242
H -0.1302 -3.7284 1.5498 0.0 0.0 0.0 0.223
H -2.4017 -4.5197 0.9720 0.0 0.0 0.0 0.216
H 2.4508 -3.8617 -1.5629 0.0 0.0 0.0 0.241
H 2.6100 -4.4539 0.1244 0.0 0.0 0.0 0.235
H 3.8175 -3.3165 -0.5497 0.0 0.0 0.0 0.250
```
Positions in Å, forces in eV/Å.

Total energy in Ha: -2526.36086
LUMO level (alpha / beta) in eV: 0.25 / -0.48
Largest force on an atom in Eh/bohr: 0.042
Relative energy (zero: lowest compared OMol25 entry of this formula, charge and spin) in kJ/mol: 121.4
Spin multiplicity: 2


Record 5
C2H13NO4 | wB97M-V/def2-TZVPD

```
20
Properties=species:S:1:pos:R:3:forces:R:3:nbo_charge:R:1
C -0.8283 0.7682 0.9201 0.3 0.3 0.1 -0.092
N -1.5154 0.6757 -0.1512 0.2 1.6 2.7 -0.421
C -2.0883 -0.5806 -0.4879 -0.1 -0.3 -2.8 -0.463
H -0.4223 1.8023 1.2187 -0.5 -1.8 -0.4 0.164
H -0.5466 -0.1414 1.5465 -0.7 1.2 -0.4 0.166
H -2.4854 -1.2939 0.2612 0.4 0.8 -0.2 0.235
H -1.1786 -0.9632 -0.9787 -0.7 -1.2 -0.2 0.219
H -2.8096 -0.3482 -1.3419 0.6 -0.7 1.3 0.198
O 1.5094 -1.4593 0.7469 0.9 -2.3 -0.7 -0.978
H 2.2590 -1.9121 0.2567 -1.3 1.2 0.9 0.496
H 1.6549 -0.5290 0.7588 0.6 1.2 -0.2 0.497
O 2.6212 1.1334 -0.7807 4.9 2.1 3.5 -0.959
H 2.8563 2.0323 -1.0765 -0.6 -0.8 0.0 0.490
H 1.9542 0.8097 -1.2546 -4.3 -1.4 -3.3 0.472
O -0.9357 -2.8661 1.0010 0.4 4.1 -0.7 -0.965
H -0.8103 -3.7197 1.2467 0.4 -4.0 1.2 0.459
H -0.0577 -2.4342 1.1481 -0.8 -0.3 -0.4 0.496
O 0.2799 2.6895 -1.1880 -1.8 -0.5 -1.0 -0.980
H -0.6362 2.2460 -1.2857 2.1 0.8 0.7 0.505
H 0.5300 2.6159 -0.2673 -0.2 -0.2 0.1 0.464
```
Positions in Å, forces in eV/Å.

Total energy in Ha: -439.64041
LUMO level in eV: 0.51
Largest force on an atom in Eh/bohr: 0.124
Relative energy (zero: lowest compared OMol25 entry of this formula, charge and spin) in kJ/mol: 216.3
SMILES string: C=NC.O.O.O.O


Record 6
C19H25MnN3SSi | wB97M-V/def2-TZVPD

```
50
Properties=species:S:1:pos:R:3:forces:R:3:nbo_charge:R:1
C 4.1039 0.3435 1.9864 0.4 -1.2 -1.1 -0.258
C 3.2177 -0.7691 1.7498 1.6 -0.6 -0.5 -0.374
C 2.9297 -0.8195 0.3328 1.0 0.1 0.6 -0.255
H 2.9025 -1.4875 2.5096 0.0 0.4 -0.4 0.270
C 3.6235 0.2794 -0.3014 1.4 -0.3 0.8 -0.337
C 4.3241 1.0188 0.7312 1.1 -2.5 -0.7 -0.359
H 5.0373 1.8214 0.5705 -0.4 -0.1 0.0 0.251
H 4.5721 0.5995 2.9399 -0.4 -0.1 -0.4 0.255
H 2.3816 -1.6077 -0.1802 -0.1 0.4 0.2 0.273
H 3.6949 0.4739 -1.3690 -0.2 0.0 0.3 0.261
Mn 2.2385 1.0187 1.1218 -2.2 0.6 -0.7 1.052
C 0.5377 0.8636 0.1612 0.2 0.0 0.2 -0.970
H 0.6867 0.7706 -0.9232 -0.2 0.0 0.4 0.227
H -0.0302 1.7667 0.4210 -0.1 -0.3 -0.1 0.212
H 0.0709 -0.0408 0.5809 0.0 0.4 -0.3 0.233
Si -2.6668 0.0788 -1.1952 -0.1 0.7 0.0 1.166
C -3.5889 -0.9347 0.0392 -0.4 0.0 0.2 -0.494
C -2.9713 -2.0624 0.6082 -0.6 0.0 0.3 -0.146
H -1.9673 -2.3593 0.2888 -0.3 0.0 0.1 0.200
C -3.6449 -2.8027 1.5871 0.1 0.2 -0.2 -0.229
H -3.1668 -3.6833 2.0189 -0.2 0.2 -0.1 0.216
C -4.9248 -2.4173 2.0041 0.1 0.2 -0.3 -0.202
H -5.4411 -2.9915 2.7764 0.1 0.2 -0.3 0.222
C -5.5398 -1.3010 1.4261 0.0 0.0 0.1 -0.206
H -6.5454 -1.0143 1.7365 0.3 -0.1 0.0 0.220
C -4.8747 -0.5499 0.4528 0.3 -0.6 0.2 -0.196
H -5.3379 0.3303 0.0033 0.0 -0.3 0.2 0.218
C -2.1494 -0.9647 -2.6257 0.1 -0.2 -0.4 -0.494
C -2.8867 -2.1126 -2.9647 0.5 0.1 -0.3 -0.131
H -3.8156 -2.3425 -2.4353 0.3 0.0 -0.1 0.214
C -2.4164 -2.9673 -3.9668 0.0 0.1 0.0 -0.225
H -2.9873 -3.8613 -4.2165 0.2 0.2 0.0 0.221
C -1.2218 -2.6811 -4.6351 -0.1 0.2 0.2 -0.201
H -0.8431 -3.3660 -5.3942 -0.1 0.2 0.2 0.222
C -0.5147 -1.5113 -4.3312 -0.1 0.1 0.0 -0.215
H 0.4052 -1.2755 -4.8652 -0.2 -0.1 0.1 0.213
C -0.9815 -0.6420 -3.3414 -0.3 -0.6 0.0 -0.203
H -0.4441 0.2813 -3.1033 -0.1 -0.3 -0.1 0.200
H -1.4793 0.5713 -0.4937 -0.2 0.0 -0.3 -0.185
H -3.3534 1.3366 -1.6275 -0.2 -0.3 0.1 -0.166
N 2.6780 3.0724 0.5643 0.2 2.2 -0.2 -0.644
N 3.5531 3.6075 1.5776 -0.5 0.5 -0.9 -0.442
C 3.2839 3.2024 2.8376 -0.5 -0.1 0.8 0.335
N 3.9541 3.8409 3.8172 0.0 -0.5 -0.4 -0.757
S 2.1208 1.9729 3.1350 -0.1 2.3 2.2 -0.059
H 3.1273 3.1736 -0.3548 0.1 -0.2 0.5 0.408
H 1.8396 3.6651 0.5246 0.1 -0.2 0.1 0.394
H 3.8772 4.5739 1.4410 -0.2 -0.7 0.0 0.412
H 3.8413 3.5251 4.7702 -0.1 0.0 -0.2 0.437
H 4.7918 4.3768 3.6104 -0.3 -0.1 0.0 0.415
```
Positions in Å, forces in eV/Å.

Total energy in Ha: -2741.62434
LUMO level (alpha / beta) in eV: -3.08 / -3.42
Largest force on an atom in Eh/bohr: 0.062
Relative energy (zero: lowest compared OMol25 entry of this formula, charge and spin) in kJ/mol: 20.0
Total charge: +1
Spin multiplicity: 5


Question: Among the records above, which one has the lowest largest force on an atom?
Answer: C6H10


Question: The lowest largest force on an atom belongs to which entry?
Answer: C6H10